Record 1
The following is a DFT calculation (ωB97M-V/def2-TZVPD) of 12 unconnected molecules or ions with the total composition C37H95N19O13 at a distorted geometry.

- 2S+1: 2
- HOMO energy (spin up / spin down): -0.41 / -6.24 eV
- ⟨S²⟩: 0.750
- Charge: -1
- E: -3485.2406 hartree

Last column: Mulliken spin population.
Element x y z (Å)
C 0.31697 -6.97821 -3.75826  0.000
C -0.40034 -6.77348 -2.44774  -0.003
C -0.37293 -5.21973 -2.29646  0.019
C -1.37761 -4.66189 -1.31842  -0.001
C -2.82646 -5.18425 -1.67656  0.004
C -2.94074 -6.73465 -1.75443  0.000
N -1.81323 -7.32800 -2.53414  0.000
O -1.84653 -8.78259 -2.72896  0.000
C -3.03543 -7.26552 -0.30172  -0.002
C -4.32601 -7.09397 -2.42401  0.000
C 0.40894 -7.45965 -1.36533  -0.002
H 0.47274 -8.05067 -3.87506  0.000
H 1.26281 -6.43835 -3.71301  0.000
H -0.23870 -6.60521 -4.61860  0.000
H 0.63972 -4.88515 -2.07128  0.003
H -0.55148 -4.76096 -3.26896  0.001
H -1.33714 -3.57269 -1.32923  -0.019
H -1.02859 -4.95354 -0.32785  0.008
H -3.12159 -4.72330 -2.61919  0.001
H -3.51543 -4.70502 -0.98103  -0.002
H -2.99563 -8.33702 -0.10576  0.000
H -2.19855 -6.99790 0.34334  0.001
H -3.85786 -6.81430 0.25335  0.000
H -4.57681 -8.10896 -2.11584  0.000
H -5.19110 -6.59657 -1.98547  0.000
H -4.27391 -7.09771 -3.51276  0.000
H -0.03363 -7.40981 -0.37047  -0.001
H 1.35944 -6.93685 -1.25887  0.002
H 0.76317 -8.47431 -1.54725  0.001
H -1.33103 -9.11350 -1.98980  0.000
C -0.55458 -1.49205 -3.42310  0.011
C 0.87674 -1.07979 -3.48415  0.058
C 1.80422 -1.77741 -2.49206  -0.464
C 3.30097 -1.60608 -2.73609  0.084
C 3.63832 -2.02143 -4.16059  -0.002
C 2.69196 -1.51935 -5.29291  0.003
N 1.27733 -1.41647 -4.88928  0.003
O 0.40618 -0.82407 -5.87556  0.000
C 3.21110 -0.03365 -5.63855  -0.043
C 2.87359 -2.51338 -6.54067  0.003
C 0.93640 0.46923 -3.24883  -0.049
H -0.95818 -1.50870 -2.41072  0.002
H -0.79175 -2.51527 -3.71444  0.000
H -1.15865 -0.85638 -4.07049  0.000
H 1.50772 -1.53356 -1.47191  0.214
H 1.47970 -2.81738 -2.52693  -0.024
H 3.88952 -1.98774 -1.90180  -0.025
H 3.37767 -0.52101 -2.66646  0.041
H 3.89156 -3.07838 -4.24316  0.003
H 4.62490 -1.65116 -4.43926  -0.022
H 3.55218 0.53243 -4.77177  0.043
H 3.98689 0.07807 -6.39602  -0.012
H 2.37361 0.51310 -6.07187  0.006
H 3.84072 -2.43333 -7.03699  0.000
H 2.73473 -3.57165 -6.31957  0.001
H 2.11549 -2.35982 -7.30865  0.000
H 1.79149 1.08120 -3.53592  -0.009
H 0.81522 0.85209 -2.23550  0.022
H 0.14757 1.03371 -3.74601  0.006
H 0.55508 0.12428 -5.88319  0.000
C 0.76023 6.44961 3.08631  0.012
C 1.90478 5.51390 3.43176  0.290
C 3.20875 6.27656 3.15316  0.087
C 3.61160 7.34456 4.31785  -0.032
C 3.83153 6.48661 5.60862  0.118
C 2.52246 5.70067 5.93286  -0.682
N 1.99493 4.90799 4.72855  0.178
O 0.77894 4.30599 5.04583  -0.060
C 2.86944 4.65213 7.03386  0.387
C 1.54786 6.65971 6.54191  0.052
C 1.93549 4.36612 2.42086  -0.413
H 0.46018 6.85658 4.05195  -0.025
H -0.19459 5.98147 2.84702  0.010
H 0.90315 7.23050 2.33940  -0.004
H 4.02410 5.57710 2.96856  -0.051
H 3.12084 6.70409 2.15437  0.034
H 2.85164 8.11501 4.44807  -0.003
H 4.52633 7.90939 4.13797  0.003
H 4.04690 7.25629 6.34977  0.004
H 4.71505 5.85055 5.55459  0.035
H 1.97396 4.31622 7.55673  0.074
H 3.37635 3.80176 6.57778  -0.159
H 3.55485 4.98960 7.81130  0.005
H 0.72330 6.21500 7.09907  -0.004
H 2.12207 7.23194 7.27055  -0.011
H 1.23890 7.53213 5.96612  0.023
H 2.94410 4.05896 2.14434  0.140
H 1.41607 4.68592 1.51750  -0.101
H 1.42497 3.46042 2.74824  -0.078
H 1.14326 3.46839 5.34131  0.055
C -0.28059 4.28332 -2.33221  0.022
C -0.81893 3.88083 -0.96593  -0.038
O -1.92046 4.67239 -0.48374  0.003
O -1.24657 4.31588 -3.38921  -0.003
H 0.56615 3.63570 -2.55964  -0.005
H 0.12637 5.29450 -2.33008  0.002
H -0.03542 3.88370 -0.20817  0.017
H -1.12335 2.83430 -0.98042  0.001
H -1.98209 4.42527 0.44186  0.001
H -2.05611 4.69724 -3.04163  0.000
C -4.00539 -3.10963 2.00655  0.030
O -4.27613 -4.28496 1.95021  -0.008
N -4.36086 -2.39183 2.97090  0.004
N -3.23768 -2.43983 1.22442  0.004
H -4.81424 -2.91368 3.70725  -0.004
H -4.22877 -1.39074 2.99262  0.002
H -3.04649 -1.46564 1.41019  0.006
H -2.87991 -2.84208 0.36984  0.004
C -2.34001 3.50089 3.24445  0.094
O -1.83102 3.87446 2.19441  0.040
N -2.03182 2.48248 3.94035  0.058
N -3.17425 4.28360 3.85448  0.001
H -1.30036 1.85862 3.63076  -0.004
H -2.55317 2.38568 4.79995  -0.052
H -3.40903 3.97231 4.78617  -0.001
H -3.46594 5.14089 3.40717  -0.005
C -1.10869 0.51905 0.80232  -0.303
O -2.25985 0.80722 0.78400  -0.005
N -0.30275 1.34951 1.36613  -0.056
N -0.52463 -0.44797 0.14956  -0.416
H 0.70032 1.40827 1.26372  0.049
H -0.70502 2.20611 1.71900  0.030
H -1.12864 -1.06111 -0.37897  0.092
H 0.47428 -0.57456 0.22867  0.016
C 2.96918 -0.81393 2.23923  7.184
O 2.07262 -1.18076 1.45137  -3.831
N 3.64440 0.32699 2.21725  -1.355
N 3.18321 -1.40972 3.37560  -0.390
H 3.32145 0.93426 1.47764  -0.059
H 4.36541 0.55446 2.88696  -0.450
H 2.52958 -2.06805 3.77494  0.015
H 3.86654 -0.92937 3.94341  -0.189
C -5.09608 -0.58981 -0.89886  -0.002
O -5.61991 -0.51324 0.22196  -0.002
N -3.97541 -0.01401 -1.24460  -0.006
N -5.67476 -1.24968 -1.82604  0.001
H -3.44148 0.56338 -0.61086  0.006
H -3.86075 0.29347 -2.19980  0.000
H -5.28578 -1.13463 -2.75100  0.000
H -6.51711 -1.66215 -1.45128  0.000
C 3.37045 2.40886 -1.30219  2.113
O 2.57123 2.15865 -0.40321  -0.733
N 4.43096 1.70493 -1.47814  -0.262
N 3.26986 3.40531 -2.12839  -0.248
H 4.63253 0.93083 -0.86151  -0.015
H 5.15420 2.08156 -2.07411  -0.050
H 3.86068 3.58065 -2.92857  0.007
H 2.80232 4.24662 -1.82230  0.033
C -5.47223 3.92204 -0.05810  0.000
O -5.69847 5.09184 -0.14479  0.000
N -6.35783 3.05051 -0.37678  0.000
N -4.42360 3.43118 0.38422  0.007
H -7.30482 3.38821 -0.47301  0.000
H -6.13930 2.06453 -0.36277  0.000
H -4.40391 2.46286 0.67068  0.000
H -3.58341 3.98771 0.45091  0.000
C 1.37275 -4.62136 1.35737  0.178
O 1.17158 -5.81077 1.19693  -0.005
N 2.62093 -4.17974 1.49001  -0.098
N 0.41965 -3.74590 1.51922  -0.208
H 3.40538 -4.81589 1.48246  -0.023
H 2.73050 -3.18595 1.63314  0.062
H -0.48464 -4.03368 1.17347  0.001
H 0.54694 -2.82786 1.92060  0.002

=====

Record 2
The following is a DFT calculation (ωB97M-V/def2-TZVPD) of 2 unconnected molecules or ions with the total composition C3H4N2S at a distorted geometry.

- Relative energy (zero: lowest compared OMol25 entry of this formula, charge and spin): 259.4 kJ/mol
- HOMO energy: -8.45 eV
- SMILES string: C=C=N.N=C=S
- E: -624.3270 hartree

Last column: Löwdin charge in e.
Element x y z (Å)
C -0.27447 -0.29842 -0.90667  -0.318
C -0.32069 1.03399 2.02070  -0.825
C 1.00391 -0.38904 -1.18576  -0.029
N -1.42152 -0.44412 -0.61031  0.137
N 0.76837 0.56377 1.85749  0.160
S -1.72206 1.77375 1.90192  0.681
H 1.42382 -0.57961 -2.19119  0.066
H 1.65083 -0.47644 -0.42528  -0.024
H -2.12130 0.22665 -0.11977  0.059
H 1.47350 -0.09889 2.08371  0.094

=====

Record 3
The following is a DFT calculation (ωB97M-V/def2-TZVPD) of C6H12O3 in the gas phase at a distorted geometry.

- Relative energy (zero: lowest compared OMol25 entry of this formula, charge and spin): 129.2 kJ/mol
- HOMO energy: -9.72 eV
- SMILES string: C=C([C@@H](C)O)C(C)(O)O
- E: -461.5167 hartree

Last column: Löwdin charge in e.
Element x y z (Å)
C -0.09805 0.73181 0.99132  -0.599
C 0.23992 -1.15318 -0.71332  -0.372
C 1.30878 1.11377 1.46047  0.011
C -1.05079 -1.96208 -0.78088  -0.024
C -0.03181 0.30013 -0.52996  -0.195
C -0.23221 1.18662 -1.48680  0.095
O -0.89732 1.87378 1.15519  0.010
O -0.62272 -0.32217 1.76186  0.016
O 0.92823 -1.34053 -1.99616  -0.058
H -1.77955 1.68398 0.81376  0.112
H -0.62303 -0.05007 2.68854  0.113
H 1.73149 -0.80875 -1.99629  0.086
H 0.88046 -1.53134 0.09537  0.144
H 1.70294 1.90001 0.82386  0.092
H 1.25939 1.48533 2.48295  0.089
H 1.96102 0.24567 1.42348  0.088
H -0.80861 -2.99609 -1.00963  0.082
H -1.56722 -1.90551 0.17209  0.075
H -1.68759 -1.57035 -1.56963  0.088
H -0.16653 0.90036 -2.52302  0.074
H -0.44681 2.21861 -1.26323  0.073

=====

Record 4
The following is a DFT calculation (ωB97M-V/def2-TZVPD) of C6H13BrFNO in the gas phase.

- HOMO energy: -9.77 eV
- SMILES string: CO[C@@H](CNF)C[C@@H](C)Br
- E: -3040.2071 hartree

Last column: Löwdin charge in e.
Element x y z (Å)
C -1.61425 0.28019 2.32539  -0.096
O -1.61765 -0.06103 0.95612  -0.167
C -0.32125 -0.05539 0.35798  -0.363
C 0.16117 -1.49810 0.28161  -0.180
N -0.75022 -2.24049 -0.57704  0.008
F -0.19498 -3.55051 -0.67405  -0.113
C -0.44934 0.67226 -0.97715  -0.189
C 0.84648 1.01922 -1.69948  -0.719
C 1.93789 1.58227 -0.80753  -0.155
Br 1.57167 -0.49853 -2.71395  0.693
H -1.23458 1.29616 2.47912  0.091
H -1.01011 -0.41613 2.91831  0.089
H -2.64484 0.22789 2.67043  0.090
H 0.37368 0.49065 1.00582  0.134
H 1.15045 -1.55793 -0.16970  0.082
H 0.21026 -1.90674 1.29811  0.123
H -1.60403 -2.43133 -0.05817  0.119
H -1.10612 0.09869 -1.63083  0.111
H -0.95119 1.62088 -0.76323  0.129
H 0.61334 1.73488 -2.48421  0.080
H 2.36288 0.81552 -0.15906  0.071
H 1.52527 2.37371 -0.17486  0.086
H 2.74548 2.00387 -1.40362  0.074

=====

Record 5
The following is a DFT calculation (ωB97M-V/def2-TZVPD) of C22H19N5O3S in the gas phase at a distorted geometry.

- Relative energy (zero: lowest compared OMol25 entry of this formula, charge and spin): 0.0 kJ/mol
- HOMO energy: -8.37 eV
- SMILES string: CCOCCCn1/c(=N/C(=O)c2cccs2)c(C#N)cc2c(=O)n3ccccc3nc21
- E: -1747.4627 hartree

Last column: Löwdin charge in e.
Element x y z (Å)
C -1.27898 -1.99821 -1.82191  -0.061
C 0.20296 -1.65708 -1.96290  -0.256
O 0.82905 -1.23572 -0.77298  -0.189
C 1.04497 -2.22587 0.21847  -0.194
C 0.03000 -2.16079 1.36441  -0.132
H 0.17574 -3.02797 2.00929  0.120
C 0.19556 -0.89615 2.21008  -0.120
N 0.13684 0.30317 1.39428  0.057
C -1.05636 0.69564 0.90218  -0.198
N -2.13276 -0.01945 1.26464  0.177
C -3.31322 0.32618 0.81418  -0.241
N -3.51531 1.39335 -0.03559  0.108
C -4.75883 1.71003 -0.48448  -0.016
C -5.85181 0.99500 -0.12019  -0.044
C -5.69222 -0.10700 0.74847  -0.043
C -4.45097 -0.42990 1.20136  0.016
H -4.27252 -1.25870 1.86582  0.119
H -6.55432 -0.68303 1.04599  0.113
H -6.82539 1.26840 -0.48995  0.109
H -4.78639 2.56707 -1.14291  0.134
C -2.41600 2.21564 -0.47617  -0.351
O -2.63840 3.13954 -1.22880  0.085
C -1.14976 1.81386 0.05385  -0.052
C 0.02600 2.52153 -0.27843  0.084
C 1.22528 2.12404 0.23088  -0.109
C 2.40054 2.82416 -0.11132  -0.182
N 3.32798 3.42007 -0.42812  0.215
C 1.32327 0.95962 1.09937  -0.220
N 2.39601 0.51395 1.61745  0.199
C 3.69550 0.93329 1.56670  -0.544
O 4.22641 1.51503 2.49018  0.066
C 4.43391 0.47889 0.38267  -0.466
C 3.97583 -0.09281 -0.77546  -0.114
C 5.00405 -0.31960 -1.70658  -0.177
C 6.22045 0.08561 -1.24567  -0.404
S 6.13985 0.75427 0.32814  1.082
H 7.16548 0.03036 -1.74929  0.060
H 4.84756 -0.75948 -2.67567  0.099
H 2.94193 -0.33140 -0.95146  0.094
H -0.05344 3.37212 -0.93956  0.143
H 1.16822 -0.88921 2.70357  0.123
H -0.60800 -0.84503 2.94742  0.124
H -0.98453 -2.18650 0.96790  0.088
H 1.03135 -3.22269 -0.23852  0.126
H 2.04763 -2.04171 0.62084  0.120
H 0.73981 -2.52095 -2.38283  0.121
H 0.32129 -0.81000 -2.64502  0.124
H -1.81200 -1.17623 -1.34969  0.059
H -1.70272 -2.16812 -2.80820  0.078
H -1.41949 -2.89721 -1.22642  0.072

=====

Record 6
The following is a DFT calculation (ωB97M-V/def2-TZVPD) of a molecular structure, C4H6O at a distorted geometry.

- Relative energy (zero: lowest compared OMol25 entry of this formula, charge and spin): 554.9 kJ/mol
- HOMO energy: -9.79 eV
- E: -231.0124 hartree

Last column: Löwdin charge in e.
Element x y z (Å)
C 1.14989 0.03603 0.04578  -0.445
C 0.09397 -1.08630 0.25695  -0.199
C -0.96317 -0.03083 -0.53246  -0.192
C 0.06375 1.15975 0.20266  -0.156
H 0.46634 -2.17829 -0.20418  0.144
H -0.09626 -1.24453 1.51298  0.163
H -0.79859 -0.21369 -1.97601  0.196
H -2.36300 0.02739 -0.23407  0.171
H 0.30162 2.32126 -0.25684  0.149
H -0.25288 1.18867 1.50925  0.181
O 2.39832 0.02055 -0.32405  -0.012